Here is a molecular structure, C15H16N3O3PdS2 from the OMol25 dataset. Energies are from wB97M-V/def2-TZVPD.

Last column: Löwdin charge in e.
CARTESIAN COORDINATES (ANGSTROEM)
Pd: -0.251 -1.468 -1.567  0.70
S: 1.867 -2.004 -1.269  0.63
C: 1.255 -2.506 0.293  -1.07
N: -0.051 -2.511 0.351  -0.08
C: -0.487 -2.626 1.666  -0.30
C: -1.806 -2.645 2.105  -0.02
C: -2.050 -2.813 3.454  -0.06
C: -0.998 -2.972 4.360  -0.06
C: 0.317 -2.960 3.936  -0.07
C: 0.567 -2.772 2.583  -0.44
S: 2.116 -2.676 1.767  1.09
H: -2.618 -2.535 1.399  0.10
H: -3.068 -2.828 3.817  0.11
H: -1.215 -3.105 5.411  0.11
H: 1.127 -3.080 4.642  0.12
C: -2.863 -2.917 -1.999  -0.07
O: -2.351 -1.559 -1.982  -0.24
H: -3.930 -2.891 -2.209  0.10
H: -2.662 -3.410 -1.048  0.08
H: -2.346 -3.432 -2.804  0.09
H: -2.905 -1.030 -1.395  0.11
O: 4.006 3.073 1.431  -0.03
C: 3.342 4.041 0.652  -0.24
N: 2.512 3.295 -0.262  0.10
C: 1.315 3.752 -0.687  -0.45
O: 0.862 4.845 -0.414  0.10
C: 0.526 2.806 -1.554  -0.09
C: -0.296 3.337 -2.542  0.04
C: -1.061 2.480 -3.312  -0.01
C: -1.004 1.122 -3.053  -0.11
N: -0.241 0.612 -2.080  -0.06
C: 0.523 1.438 -1.354  -0.07
H: 4.716 3.496 1.924  0.10
H: 4.058 4.664 0.105  0.14
H: 2.686 4.683 1.244  0.13
H: 2.903 2.443 -0.630  0.14
H: -0.322 4.410 -2.680  0.14
H: -1.699 2.849 -4.101  0.12
H: -1.591 0.416 -3.625  0.11
H: 1.119 0.978 -0.575  0.11

Forces on atoms 1 to 2 (eV/Å):
-0.924 0.294 0.712
0.522 0.107 0.348

Its charge is +1. The value obtained for the gap between HOMO and LUMO is 7.0 eV. The LUMO energy is -4.51 eV. For the HOMO energy, the calculation gives -11.52 eV. The total energy is -1895.23911 hartree.


Here is a molecular structure, C15H18N4O10Pt from the OMol25 dataset. Energies are from wB97M-V/def2-TZVPD.

Last column: Löwdin charge in e.
CARTESIAN COORDINATES (ANGSTROEM)
Pt: 0.479 -0.777 -0.367  1.25
C: 1.535 4.414 -0.208  -0.02
N: 0.505 3.561 0.367  -0.13
C: -0.807 4.149 0.619  -0.03
C: 0.778 2.271 0.634  -0.45
O: 1.855 1.731 0.437  0.05
C: -0.362 1.464 1.257  -0.08
O: 0.114 0.125 1.508  -0.26
C: 1.172 0.050 2.476  -0.09
C: 2.351 -0.753 1.951  -0.40
O: 2.286 -1.416 0.902  -0.03
N: 3.447 -0.772 2.718  -0.12
C: 3.517 -0.202 4.055  -0.02
C: 4.575 -1.605 2.314  -0.01
H: 1.182 4.843 -1.146  0.10
H: 1.787 5.225 0.478  0.09
H: 2.417 3.813 -0.399  0.09
H: -0.871 5.092 0.084  0.09
H: -1.609 3.509 0.251  0.09
H: -0.967 4.354 1.681  0.10
H: -0.732 1.922 2.174  0.14
H: -1.198 1.326 0.572  0.12
H: 1.489 1.058 2.717  0.12
H: 0.768 -0.427 3.370  0.15
H: 2.850 0.647 4.163  0.08
H: 3.273 -0.944 4.819  0.10
H: 4.530 0.152 4.234  0.10
H: 4.475 -1.855 1.264  0.09
H: 5.501 -1.053 2.473  0.10
H: 4.607 -2.526 2.898  0.10
O: 0.619 -3.285 -3.373  0.09
C: 0.179 -2.391 -2.687  -0.58
O: 0.918 -1.464 -2.147  -0.18
C: -1.327 -2.225 -2.568  -0.04
C: -2.083 -3.053 -3.374  0.08
C: -3.459 -2.925 -3.448  -0.13
C: -4.120 -1.958 -2.723  0.08
C: -3.377 -1.118 -1.928  -0.06
C: -1.967 -1.235 -1.784  -0.25
O: -1.386 -0.471 -0.905  -0.20
N: -4.094 -0.088 -1.183  -0.34
O: -5.222 -0.355 -0.806  0.08
O: -3.575 1.007 -1.047  0.07
N: -4.228 -3.820 -4.307  -0.36
O: -5.435 -3.657 -4.359  0.07
O: -3.625 -4.675 -4.926  0.08
H: -1.569 -3.801 -3.958  0.13
H: -5.194 -1.862 -2.773  0.14

Forces on atoms 1 to 2 (eV/Å):
0.232 -0.928 0.506
-0.057 -0.029 0.011

Its charge is 0. The value obtained for the gap between HOMO and LUMO is 8.2 eV. The LUMO energy is -0.24 eV. For the HOMO energy, the calculation gives -8.45 eV. The total energy is -1672.93518 hartree.


Here is C5H6O2 in the gas phase from the OMol25 dataset. Energies are from wB97M-V/def2-TZVPD.

Last column: Löwdin charge in e.
CARTESIAN COORDINATES (ANGSTROEM)
C: 0.632 0.823 1.428  -0.02
C: -0.358 -0.048 0.645  -0.34
C: 0.284 -1.096 -0.206  -0.01
C: -0.011 -0.893 -1.486  0.03
C: -0.879 0.304 -1.589  -0.47
O: -1.326 0.817 -2.578  0.12
O: -1.093 0.761 -0.309  0.04
H: 0.166 1.800 1.548  0.08
H: 0.861 0.432 2.427  0.08
H: 1.576 0.939 0.889  0.09
H: -1.051 -0.526 1.354  0.16
H: 0.895 -1.870 0.237  0.12
H: 0.305 -1.441 -2.361  0.12

Forces on atoms 1 to 2 (eV/Å):
-0.035 0.087 -0.079
0.047 -0.035 -0.065

Its charge is 0. The value obtained for the gap between HOMO and LUMO is 11.0 eV. The LUMO energy is 0.60 eV. For the HOMO energy, the calculation gives -10.44 eV. The total energy is -344.59826 hartree.


Here is 10 unconnected molecules or ions with the total composition C52H150N26O8P8 from the OMol25 dataset. Energies are from wB97M-V/def2-TZVPD.

Last column: Löwdin charge in e.
CARTESIAN COORDINATES (ANGSTROEM)
C: 1.344 21.713 26.188  -0.12
N: 0.759 21.218 27.439  -0.30
C: 1.073 19.795 27.655  -0.09
P: -0.515 22.041 28.080  0.53
O: -1.487 22.465 27.054  -0.29
N: -1.081 21.129 29.348  -0.31
C: -2.117 20.110 29.129  -0.09
C: -0.278 20.885 30.513  -0.12
N: 0.203 23.424 28.914  -0.31
C: 1.654 23.559 29.044  -0.11
C: -0.555 24.450 29.500  -0.17
H: 1.189 20.995 25.382  0.08
H: 2.429 21.666 26.280  0.07
H: 1.028 22.727 25.943  0.09
H: 0.279 19.174 27.241  0.08
H: 1.265 19.455 28.673  0.06
H: 2.004 19.625 27.113  0.08
H: -2.736 20.288 28.250  0.08
H: -1.598 19.160 29.008  0.07
H: -2.729 20.054 30.029  0.08
H: 0.312 19.985 30.341  0.06
H: 0.280 21.738 30.899  0.08
H: -0.923 20.516 31.310  0.08
H: 1.926 24.594 29.253  0.08
H: 2.001 22.918 29.855  0.07
H: 2.133 23.304 28.099  0.06
H: -0.233 25.471 29.295  0.07
H: -0.393 24.466 30.577  0.07
H: -1.635 24.437 29.353  0.09
C: 14.220 33.849 28.624  -0.12
N: 13.045 34.378 29.292  -0.31
C: 12.302 33.450 30.140  -0.14
P: 12.306 35.790 28.595  0.65
O: 13.252 36.843 28.014  -0.33
N: 11.105 35.274 27.480  -0.31
C: 11.109 35.896 26.124  -0.11
C: 10.095 34.265 27.649  -0.12
N: 11.329 36.442 29.839  -0.34
C: 10.189 37.247 29.629  -0.15
C: 11.910 36.854 31.120  -0.09
H: 13.981 33.243 27.751  0.07
H: 14.680 33.126 29.297  0.08
H: 14.863 34.655 28.269  0.08
H: 12.640 33.340 31.171  0.07
H: 12.408 32.435 29.759  0.07
H: 11.241 33.700 30.172  0.07
H: 11.598 36.868 26.072  0.07
H: 11.615 35.269 25.390  0.08
H: 10.084 36.075 25.799  0.07
H: 9.472 34.165 26.760  0.08
H: 10.646 33.335 27.791  0.08
H: 9.334 34.538 28.380  0.08
H: 9.740 37.030 28.659  0.08
H: 9.474 37.114 30.441  0.08
H: 10.511 38.286 29.692  0.09
H: 11.087 36.901 31.834  0.08
H: 12.466 37.759 30.877  0.09
H: 12.513 35.988 31.392  0.07
C: 8.718 23.780 32.517  -0.10
N: 8.865 22.337 32.206  -0.29
C: 7.845 21.784 31.261  -0.11
P: 10.286 21.382 32.287  0.60
O: 10.113 19.909 32.303  -0.29
N: 11.164 22.027 30.920  -0.31
C: 11.581 23.453 30.855  -0.12
C: 10.961 21.515 29.565  -0.13
N: 11.089 22.003 33.673  -0.34
C: 12.554 21.925 33.758  -0.11
C: 10.489 21.822 34.974  -0.12
H: 9.316 24.449 31.899  0.05
H: 9.071 23.977 33.530  0.07
H: 7.683 24.095 32.385  0.08
H: 8.150 22.025 30.242  0.06
H: 6.835 22.165 31.413  0.07
H: 7.669 20.711 31.333  0.08
H: 11.658 23.874 31.858  0.06
H: 12.601 23.475 30.471  0.08
H: 10.764 23.955 30.337  0.07
H: 10.797 20.438 29.534  0.08
H: 10.102 22.023 29.126  0.06
H: 11.803 21.768 28.920  0.08
H: 12.981 22.421 34.630  0.08
H: 12.753 20.856 33.824  0.08
H: 13.019 22.300 32.847  0.06
H: 11.046 22.513 35.607  0.08
H: 10.676 20.786 35.253  0.09
H: 9.426 22.013 34.826  0.08
C: 10.743 30.125 23.286  -0.13
N: 10.635 28.698 23.681  -0.28
C: 11.658 27.736 23.063  -0.08
P: 9.942 28.352 25.203  0.61
O: 8.974 29.460 25.617  -0.35
N: 9.372 26.764 25.070  -0.31
C: 8.065 26.540 24.442  -0.12
C: 9.889 25.626 25.875  -0.10
N: 11.353 28.258 26.241  -0.29
C: 11.180 28.035 27.692  -0.14
C: 12.593 29.059 25.974  -0.09
H: 10.221 30.319 22.349  0.08
H: 11.779 30.463 23.267  0.06
H: 10.453 30.840 24.057  0.07
H: 11.565 26.716 23.436  0.07
H: 12.680 28.116 23.060  0.06
H: 11.478 27.642 21.992  0.07
H: 7.262 26.361 25.156  0.08
H: 7.654 27.372 23.871  0.08
H: 8.066 25.621 23.857  0.08
H: 10.972 25.736 25.936  0.07
H: 9.377 25.704 26.834  0.07
H: 9.636 24.677 25.402  0.08
H: 11.993 27.460 28.135  0.08
H: 10.869 28.951 28.194  0.08
H: 10.290 27.468 27.962  0.06
H: 13.273 28.424 25.406  0.07
H: 13.149 29.306 26.879  0.08
H: 12.425 29.965 25.393  0.06
C: 3.265 26.599 34.801  -0.10
N: 2.863 25.570 35.829  -0.30
C: 1.837 24.573 35.371  -0.11
P: 3.011 25.829 37.511  0.60
O: 2.978 24.608 38.369  -0.31
N: 4.529 26.662 37.653  -0.29
C: 5.752 25.985 37.106  -0.12
C: 4.848 27.334 38.992  -0.10
N: 1.844 27.100 37.928  -0.30
C: 1.970 28.566 37.537  -0.10
C: 0.401 26.727 38.123  -0.11
H: 3.377 26.249 33.775  0.08
H: 4.095 27.192 35.186  0.06
H: 2.469 27.339 34.713  0.06
H: 2.342 24.021 34.578  0.07
H: 0.904 24.967 34.970  0.07
H: 1.699 23.764 36.089  0.07
H: 5.519 25.824 36.054  0.05
H: 6.628 26.633 37.085  0.08
H: 5.999 24.980 37.450  0.08
H: 3.923 27.605 39.500  0.06
H: 5.317 26.634 39.684  0.07
H: 5.530 28.175 38.864  0.07
H: 1.627 28.742 36.518  0.07
H: 1.364 29.121 38.254  0.07
H: 3.000 28.866 37.734  0.06
H: 0.064 26.205 37.227  0.06
H: -0.183 27.632 38.289  0.07
H: 0.231 26.083 38.986  0.07
C: -2.987 31.385 29.939  -0.11
N: -2.569 32.725 29.575  -0.30
C: -2.953 33.722 30.597  -0.11
P: -1.349 33.165 28.533  0.56
O: -0.979 34.567 28.743  -0.28
N: -0.138 31.944 28.720  -0.29
C: 0.848 32.015 27.636  -0.13
C: 0.576 31.787 29.989  -0.12
N: -2.153 32.929 27.035  -0.32
C: -2.866 34.025 26.432  -0.11
C: -2.417 31.626 26.473  -0.14
H: -3.729 31.369 30.737  0.08
H: -2.160 30.732 30.215  0.07
H: -3.409 30.894 29.062  0.07
H: -3.994 33.630 30.905  0.07
H: -2.877 34.716 30.158  0.07
H: -2.404 33.563 31.526  0.08
H: 1.461 32.916 27.609  0.08
H: 1.555 31.204 27.807  0.08
H: 0.381 31.799 26.675  0.07
H: 1.142 30.857 30.042  0.08
H: 1.354 32.540 30.118  0.08
H: -0.099 31.856 30.843  0.07
H: -3.143 34.799 27.147  0.08
H: -2.387 34.410 25.532  0.08
H: -3.862 33.607 26.281  0.08
H: -2.123 30.887 27.219  0.06
H: -1.950 31.463 25.502  0.08
H: -3.481 31.395 26.415  0.08
C: 2.751 36.117 22.349  -0.10
N: 4.020 36.706 21.841  -0.32
C: 3.734 37.561 20.737  -0.15
P: 5.348 35.606 21.669  0.58
O: 5.432 34.707 20.528  -0.27
N: 6.752 36.613 21.721  -0.33
C: 6.670 37.991 22.274  -0.12
C: 7.959 36.200 21.053  -0.12
N: 5.457 34.878 23.225  -0.29
C: 5.305 35.647 24.500  -0.09
C: 5.498 33.412 23.233  -0.13
H: 2.296 35.624 21.490  0.08
H: 2.119 36.897 22.773  0.09
H: 3.010 35.420 23.146  0.06
H: 4.627 38.117 20.449  0.07
H: 2.980 38.312 20.975  0.09
H: 3.330 37.047 19.865  0.09
H: 5.779 38.161 22.877  0.07
H: 7.556 37.960 22.908  0.07
H: 6.768 38.679 21.434  0.07
H: 8.750 36.900 21.320  0.08
H: 8.174 35.202 21.437  0.08
H: 7.837 36.197 19.970  0.08
H: 5.312 35.012 25.386  0.08
H: 6.116 36.363 24.632  0.06
H: 4.410 36.267 24.538  0.06
H: 5.351 32.987 24.225  0.07
H: 6.456 33.031 22.879  0.07
H: 4.678 32.887 22.743  0.07
C: 8.596 30.389 36.211  -0.08
N: 9.985 29.915 35.835  -0.30
C: 10.284 30.017 34.389  -0.10
P: 11.058 29.675 37.152  0.61
O: 10.563 29.200 38.478  -0.29
N: 12.231 28.553 36.538  -0.32
C: 11.740 27.336 35.962  -0.15
C: 13.389 28.247 37.429  -0.10
N: 12.013 31.088 37.273  -0.32
C: 12.782 31.630 36.178  -0.13
C: 11.746 32.110 38.239  -0.15
H: 8.127 30.905 35.374  0.07
H: 8.632 31.151 36.989  0.07
H: 8.056 29.482 36.485  0.07
H: 10.718 31.005 34.236  0.06
H: 9.363 29.930 33.812  0.08
H: 11.036 29.308 34.042  0.07
H: 11.243 26.767 36.747  0.09
H: 11.061 27.518 35.129  0.06
H: 12.546 26.815 35.446  0.08
H: 13.089 27.704 38.325  0.09
H: 14.048 27.693 36.761  0.07
H: 14.041 29.097 37.633  0.07
H: 12.130 32.155 35.479  0.07
H: 13.563 32.342 36.444  0.08
H: 13.246 30.736 35.761  0.07
H: 12.661 32.398 38.757  0.08
H: 10.997 31.789 38.962  0.08
H: 11.333 33.048 37.868  0.07
C: 6.155 30.937 29.680  -0.07
C: 6.050 29.461 29.711  -0.28
N: 5.972 28.318 29.745  0.12
H: 7.230 31.048 29.823  0.08
H: 5.526 31.470 30.393  0.08
H: 5.966 31.456 28.741  0.08
C: 8.204 36.784 34.912  -0.08
C: 7.548 35.822 34.068  -0.29
N: 6.991 35.014 33.359  0.11
H: 7.572 36.824 35.800  0.09
H: 8.326 37.736 34.395  0.09
H: 9.158 36.325 35.169  0.09

Forces on atoms 1 to 2 (eV/Å):
0.528 -0.564 0.344
0.698 -0.168 0.050

Its charge is 0. The value obtained for the gap between HOMO and LUMO is 7.9 eV. The LUMO energy is -0.23 eV. For the HOMO energy, the calculation gives -8.11 eV. The total energy is -6827.77700 hartree.


Per-record energy relative to the best compared isomer or geometry (same formula, charge and spin), kcal/mol: 0.0 0.0 2.3 130.3